73
Properties=species:S:1:pos:R:3:mulliken_charge:R:1 method="wB97M-V/def2-TZVPD" s2=2.0128 total_charge=+2 homo_ha="-0.4854 / -0.4902" spin_multiplicity=3 lumo_ev="-5.92 / -7.28" homo_lumo_gap_ev="7.3 / 6.1"
Ni 12.597 10.674 9.378 1.288
C 11.242 7.167 11.139 -1.373
C 11.702 7.726 12.467 -0.716
As 12.459 9.565 12.194 0.676
C 14.305 9.676 12.772 0.277
C 15.004 8.569 13.173 -0.356
C 16.400 8.640 13.245 -0.860
C 17.047 9.849 12.928 -0.412
C 16.348 11.010 12.583 -0.977
C 14.949 10.887 12.481 -0.148
C 11.355 10.673 13.257 0.289
C 11.771 11.595 14.191 -0.049
C 10.827 12.276 14.947 -0.775
C 9.454 12.179 14.612 -0.580
C 9.041 11.334 13.640 -1.064
C 10.005 10.583 12.964 -0.303
As 10.705 8.553 9.820 0.948
C 12.187 8.480 8.509 -1.139
C 11.975 9.271 7.354 0.327
C 12.941 9.408 6.386 -1.253
C 14.102 8.639 6.514 -0.255
C 14.345 7.872 7.677 -1.192
C 13.393 7.859 8.708 0.686
C 9.260 7.767 8.769 0.418
C 8.093 8.539 8.431 -0.216
C 7.073 7.994 7.676 -0.486
C 7.107 6.662 7.271 -0.499
C 8.098 5.857 7.730 -0.740
C 9.208 6.426 8.452 -0.464
H 10.370 6.548 11.101 0.752
H 11.957 6.564 10.591 0.580
H 12.429 7.009 12.889 0.505
H 10.819 7.835 13.122 0.367
H 14.515 7.647 13.441 0.413
H 17.010 7.849 13.652 0.463
H 18.159 9.905 12.985 0.378
H 16.869 11.942 12.325 0.453
H 14.322 11.748 12.198 0.317
H 12.863 11.738 14.318 0.388
H 11.164 12.849 15.820 0.421
H 8.760 12.732 15.239 0.434
H 8.021 11.146 13.420 0.554
H 9.611 9.768 12.346 0.235
H 10.952 9.694 7.385 0.595
H 12.775 9.988 5.438 0.389
H 14.815 8.631 5.680 0.504
H 15.221 7.208 7.652 0.548
H 13.610 7.358 9.625 0.342
H 7.998 9.571 8.831 0.301
H 6.190 8.579 7.430 0.369
H 6.257 6.284 6.739 0.393
H 8.067 4.803 7.473 0.374
H 9.984 5.811 8.759 0.484
N 10.532 13.281 9.343 -0.298
C 11.230 13.103 10.489 0.551
O 12.134 12.208 10.577 -0.131
C 10.926 14.002 11.636 -0.638
I 12.637 15.173 12.325 0.118
H 10.540 12.624 8.570 0.071
H 9.824 13.978 9.314 0.255
H 10.657 13.377 12.473 -0.282
H 10.070 14.589 11.433 0.623
S 14.005 12.013 8.165 -0.594
C 15.548 11.403 7.712 0.572
N 16.103 10.497 8.584 0.227
C 17.206 9.731 8.253 -0.092
C 17.795 9.968 7.050 -0.595
C 17.332 11.035 6.324 -0.217
N 16.212 11.751 6.599 -0.507
H 15.680 10.353 9.501 -0.109
H 17.548 9.029 9.010 0.486
H 18.652 9.410 6.719 0.487
H 17.927 11.363 5.505 0.465